1.
Computed, not measured: a structure of composition C32H40BiBrN2O2S4SbSi, with ωB97M-V with the def2-TZVPD basis set.

The value obtained for the HOMO energy is -4.73 eV. Its relative energy (zero: lowest compared OMol25 entry of this formula, charge and spin) is 0.0 kJ/mol.

```
! wB97M-V def2-TZVPD RIJCOSX def2/J DEFGRID3
* xyz -1 1
Bi 0.9678 0.2855 0.0718
C 2.9173 -3.6775 3.2163
C 1.6073 -4.1934 2.6109
C 0.4511 -3.8594 3.5571
C 1.3796 -3.6769 1.1953
C 0.1006 -3.4076 0.7100
C -0.1134 -3.0057 -0.5996
C 0.9471 -2.8678 -1.4878
C 0.6968 -2.4799 -2.9195
C 2.2268 -3.1164 -1.0095
C 2.4397 -3.5066 0.3062
H 2.9838 -3.9838 4.2620
H 2.9489 -2.5887 3.1738
H 3.7939 -4.0746 2.7021
H 1.6795 -5.2868 2.5384
H 0.2748 -2.7825 3.5743
H 0.7001 -4.1804 4.5695
H -0.4742 -4.3616 3.2730
H -0.7584 -3.5154 1.3579
H -1.1222 -2.7823 -0.9291
H 0.3345 -3.3392 -3.4891
H 1.6104 -2.1205 -3.3958
H -0.0642 -1.6991 -2.9760
H 3.0766 -3.0148 -1.6777
H 3.4556 -3.6897 0.6333
S -0.6067 3.3280 4.6697
Sb 0.0444 1.1781 4.9543
S 2.3900 0.0880 2.3287
S 0.3169 -0.0105 2.5215
S -2.1276 0.0306 5.2700
C -6.2849 1.5926 -0.7719
O -5.1308 1.3388 -0.0134
C -4.6243 0.0778 -0.0230
C -5.1585 -0.9560 -0.7754
C -4.6104 -2.2313 -0.7108
C -3.5515 -2.4860 0.1406
C -3.0249 -1.4596 0.9110
C -3.5113 -0.1629 0.8113
N -2.9952 0.8295 1.6519
C -2.5611 1.9588 1.2573
C -2.4059 2.3947 -0.1350
C -2.9718 3.6190 -0.4908
C -3.0577 4.0227 -1.8097
C -2.5506 3.1870 -2.8020
C -1.9273 2.0042 -2.4632
C -1.8159 1.5742 -1.1222
O -1.1710 0.4585 -0.8590
H -6.4991 2.6513 -0.6426
H -7.1386 1.0054 -0.4153
H -6.1283 1.3913 -1.8364
H -6.0097 -0.7726 -1.4179
H -5.0277 -3.0191 -1.3255
H -3.1420 -3.4865 0.2135
H -2.1971 -1.6350 1.5865
H -2.5703 0.4620 4.0737
H -2.3235 2.6784 2.0434
H -3.4056 4.2289 0.2953
H -3.5209 4.9679 -2.0642
H -2.6321 3.4718 -3.8451
H -1.5044 1.3572 -3.2236
C 3.4500 3.0617 0.3425
Si 1.5841 2.8517 0.0319
C 1.2661 3.5048 -1.7370
C 0.7490 4.0866 1.1816
H 3.7322 4.1152 0.2679
H 4.0600 2.5010 -0.3673
H 3.7078 2.7142 1.3445
H 1.0280 4.5701 -1.6976
H 0.4163 3.0074 -2.2093
H 2.1381 3.3881 -2.3852
H 1.2871 5.0389 1.1508
H 0.7288 3.7568 2.2200
H -0.2806 4.2824 0.8783
Br 7.0292 -1.6139 -0.7490
C 5.6469 -0.6128 -1.5699
C 5.8445 -0.0472 -2.8180
C 4.7987 0.6705 -3.3785
C 3.6095 0.7720 -2.6744
N 3.4373 0.2262 -1.4751
C 4.4325 -0.4542 -0.9219
H 6.7884 -0.1659 -3.3316
H 4.9067 1.1436 -4.3447
H 2.7624 1.3187 -3.0727
H 4.2522 -0.8679 0.0654
*
```

Löwdin atomic charge list, values in e, 8 entries: Bi 1.177; C -0.085; C -0.367; C -0.079; C -0.192; C -0.046; C -0.078; C -0.338

---

2.
Computed, not measured: a cluster of 8 separate species, C32H40F24O16 in total, with ωB97M-V with the def2-TZVPD basis set.

The value obtained for the HOMO energy is -11.26 eV. Its relative energy (zero: lowest compared OMol25 entry of this formula, charge and spin) is 55.8 kJ/mol.

```
! wB97M-V def2-TZVPD RIJCOSX def2/J DEFGRID3
* xyz 0 1
C 4.7873 7.3026 -0.1032
C 5.6569 6.5289 -1.0738
O 5.0775 5.2486 -1.3269
C 4.1145 5.2016 -2.2381
O 3.6521 6.1590 -2.7787
C 3.6139 3.7789 -2.5255
F 4.2280 2.8755 -1.7874
F 2.3018 3.7287 -2.3488
F 3.8535 3.4983 -3.8089
H 4.5875 6.7188 0.8010
H 3.7783 7.4325 -0.4966
H 5.2136 8.2454 0.2332
H 6.6358 6.3921 -0.6178
H 5.8234 7.0782 -1.9999
C -2.0134 -1.9318 1.7025
C -1.0597 -0.8680 2.1822
O -0.4110 -0.2809 1.0473
C 0.6789 0.4156 1.3043
O 1.0567 0.6662 2.4049
C 1.3781 0.8683 0.0091
F 2.5902 0.3122 -0.0733
F 0.7088 0.4836 -1.0730
F 1.5071 2.1869 0.0177
H -1.4283 -2.7612 1.2993
H -2.6982 -1.5756 0.9362
H -2.5959 -2.3519 2.5213
H -0.3075 -1.2572 2.8718
H -1.5442 -0.1057 2.7967
C -3.4167 -4.7745 -5.8079
C -2.6813 -5.7222 -4.8753
O -2.2994 -5.1772 -3.6167
C -3.2375 -4.9662 -2.7175
O -4.4114 -5.0406 -2.8960
C -2.6724 -4.5475 -1.3593
F -2.8296 -3.2233 -1.1917
F -3.3345 -5.1296 -0.3688
F -1.3747 -4.8264 -1.2675
H -3.7096 -5.2686 -6.7326
H -2.8172 -3.9097 -6.0966
H -4.3151 -4.4048 -5.3106
H -1.7719 -5.9857 -5.4200
H -3.2047 -6.6707 -4.7587
C 0.5063 -1.9362 6.2225
C 0.3843 -0.4756 5.8516
O -0.6357 0.2659 6.5121
C -1.8792 0.1602 6.1078
O -2.2945 -0.6662 5.3518
C -2.8041 1.1862 6.7724
F -3.8539 1.4125 6.0087
F -3.2524 0.6861 7.9222
F -2.1783 2.3225 7.0130
H -0.3508 -2.4823 5.8179
H 0.4803 -2.0495 7.3070
H 1.3851 -2.4236 5.8080
H 0.2631 -0.3248 4.7764
H 1.3246 0.0116 6.1125
C -8.8375 -1.1515 3.2442
C -8.9746 -2.5505 2.6751
O -7.6522 -2.9178 2.2526
C -7.4501 -4.1683 1.8707
O -8.2189 -5.0658 1.9872
C -5.9953 -4.3287 1.3222
F -5.4199 -5.3452 1.9957
F -6.0341 -4.6600 0.0343
F -5.2386 -3.2515 1.5226
H -9.7622 -0.6573 3.5335
H -8.3466 -0.5167 2.5057
H -8.1973 -1.2256 4.1246
H -9.6466 -2.5519 1.8165
H -9.2848 -3.2622 3.4393
C 0.8265 5.3968 0.1505
C 0.7934 6.8802 -0.1052
O 1.6100 7.5135 0.8822
C 1.6532 8.8314 0.9284
O 1.0045 9.5629 0.2424
C 2.5864 9.3018 2.0653
F 1.8703 10.0396 2.9249
F 3.1473 8.2892 2.7298
F 3.5760 10.0671 1.5794
H 0.4520 5.1137 1.1386
H 1.8193 4.9550 0.0807
H 0.1355 4.9121 -0.5415
H -0.2198 7.2763 -0.0485
H 1.1808 7.0205 -1.1175
C -0.0762 -2.1198 -3.0390
C -0.3999 -2.5093 -4.4614
O 0.4148 -3.6511 -4.8017
C 0.7539 -3.7855 -6.0614
O 0.4008 -3.0767 -6.9538
C 1.7358 -4.9465 -6.2961
F 2.1856 -5.4862 -5.1664
F 1.1242 -5.8886 -7.0253
F 2.7936 -4.5099 -6.9878
H -0.1053 -2.9364 -2.3167
H -0.8013 -1.4267 -2.6033
H 0.8881 -1.6187 -2.9442
H -0.3097 -1.6626 -5.1339
H -1.4219 -2.8872 -4.5081
C 4.2929 -2.9910 -1.3300
C 5.6426 -2.2754 -1.3521
O 5.5679 -1.2698 -0.3282
C 6.2524 -0.1404 -0.4454
O 6.8487 0.2014 -1.4221
C 6.1835 0.7343 0.8188
F 7.2767 1.4581 0.9339
F 5.1411 1.5708 0.6650
F 5.9566 0.0283 1.9165
H 3.5092 -2.4034 -1.8028
H 3.9642 -3.2891 -0.3347
H 4.3986 -3.9362 -1.8701
H 5.7349 -1.7794 -2.3166
H 6.4667 -2.9399 -1.1070
*
```

Löwdin atomic charge list, values in e, 8 entries: C -0.056; C -0.188; O 0.041; C -0.397; O 0.166; C -0.572; F 0.184; F 0.173

---

3.
Computed, not measured: a structure of composition C32H40F5N3NdO3PS2Si2Te, with ωB97M-V with the def2-TZVPD basis set.

The value obtained for the HOMO energy (spin up / spin down) is -2.41 / -2.36 eV. As for the expectation value of S²: 3.754. Its relative energy (zero: lowest compared OMol25 entry of this formula, charge and spin) is 160.2 kJ/mol.

```
! wB97M-V def2-TZVPD RIJCOSX def2/J DEFGRID3
* xyz -2 4
Nd -0.0214 -0.0487 0.6787
C 4.2002 0.8592 0.6043
Si 2.8769 -0.3684 -0.2024
C 3.4485 -0.3034 -2.1039
C 3.9496 -2.0058 0.1654
C 5.2976 -2.0221 -0.1886
C 6.0791 -3.1566 -0.0855
C 5.5307 -4.3214 0.4224
C 4.2012 -4.3284 0.7997
C 3.4022 -3.1932 0.6715
Si 1.5239 -3.4213 0.8599
C 1.0008 -3.3741 -1.0053
C 0.9434 -5.1199 1.5281
H 5.2161 0.7210 0.2337
H 4.2188 0.7146 1.6814
H 3.9395 1.8919 0.4091
H 4.4626 0.0744 -2.2356
H 2.7797 0.3298 -2.6789
H 3.4147 -1.2924 -2.5561
H 5.7434 -1.1245 -0.5943
H 7.1171 -3.1365 -0.4039
H 6.1270 -5.2245 0.4897
H 3.7623 -5.2451 1.1679
H 0.3693 -4.2106 -1.2770
H 1.8886 -3.4385 -1.6240
H 0.4768 -2.4518 -1.2762
H 0.8745 -5.8541 0.7289
H -0.0339 -5.0288 1.9950
H 1.6127 -5.4956 2.2924
N -10.9034 -0.7607 -0.9145
C -9.7684 -0.6214 -0.7785
C -8.3820 -0.4760 -0.5987
C -7.7575 -1.0510 0.5156
C -6.3930 -0.9407 0.6676
C -5.6155 -0.2582 -0.2729
C -6.2434 0.3185 -1.3729
C -7.6089 0.2095 -1.5417
C -4.1463 -0.2057 -0.0797
C -3.6213 0.9662 0.4646
C -4.3957 2.1174 0.7928
C -3.5932 2.9150 1.5656
C -2.3640 2.2254 1.6805
N -2.3534 1.0914 1.0012
C -3.4824 -1.4192 -0.2503
C -4.1460 -2.6476 -0.5582
C -3.2210 -3.6392 -0.3804
C -2.0270 -2.9848 -0.0016
N -2.1508 -1.6686 0.0290
H -8.3528 -1.5912 1.2406
H -5.9105 -1.3834 1.5268
H -5.6429 0.8366 -2.1046
H -8.0854 0.6376 -2.4114
H -5.4109 2.2975 0.4909
H -3.8373 3.8691 1.9977
H -1.5246 2.5257 2.2898
H -5.1776 -2.7534 -0.8455
H -3.3568 -4.7013 -0.4815
H -1.1138 -3.4708 0.2788
C 4.1827 3.4674 -2.0618
C 2.7009 3.6106 -2.3910
C 2.3801 3.1054 -3.7908
O 1.9712 2.8944 -1.4099
P 0.3461 3.0253 -1.2474
S -0.2765 4.7386 -2.0115
S -0.5090 1.3495 -1.9096
O 0.2629 2.9100 0.3805
C 0.7983 3.8116 1.3737
C 2.2121 3.3940 1.7468
C 0.7267 5.2860 1.0018
H 4.7712 3.9388 -2.8443
H 4.4410 2.4148 -1.9902
H 4.4155 3.9463 -1.1147
H 2.3994 4.6697 -2.3358
H 2.6226 2.0485 -3.8748
H 2.9432 3.6691 -4.5323
H 1.3152 3.2432 -3.9712
H 0.1458 3.6490 2.2420
H 2.9012 3.6512 0.9455
H 2.2445 2.3175 1.9170
H 2.5187 3.9001 2.6602
H 1.4113 5.5252 0.1900
H 0.9858 5.8795 1.8787
H -0.2768 5.5512 0.6799
F -1.2624 -1.0189 2.6242
Te 0.6647 -1.6810 3.2841
F 1.9266 -3.2601 3.6373
F 0.6119 0.6143 2.6448
F 2.5451 -1.0133 2.7273
F -0.5580 -3.3016 3.6395
O 0.6205 -2.1996 1.4680
*
```

Löwdin atomic charge list, values in e, 8 entries: Nd 1.468; C -0.249; Si 0.595; C -0.254; C -0.291; C -0.124; C -0.115; C -0.124